Entry 1:
51
Properties=species:S:1:pos:R:3 method="wB97M-V/def2-TZVPD" mol_weight_g_mol=282.4 homo_energy_ev=-3.239 charge=-1 gap_ev=5.9
C 3.46561 -3.48668 0.76104
C 4.15702 -2.48211 -0.15978
C 4.02182 -0.99459 0.20794
C 4.89507 -0.18376 -0.75300
P 2.23055 -0.20306 0.42984
C 1.68326 -0.72688 -1.37122
C 0.19315 -0.58732 -1.71373
C -0.65890 -1.87821 -1.74030
C -1.74238 -2.05266 -0.67147
C -1.32422 -1.77879 0.77156
N -2.47574 -1.36737 1.57916
H 3.64910 -3.24286 1.81276
H 3.85424 -4.49627 0.57985
H 2.38284 -3.49944 0.63130
H 5.23241 -2.72438 -0.18482
H 3.80807 -2.62796 -1.19113
H 4.45487 -0.88461 1.21789
H 4.80888 0.88907 -0.55833
H 4.58054 -0.34632 -1.79098
H 5.95602 -0.46534 -0.68433
H 1.69802 -1.47547 0.96902
H 2.58898 0.22856 1.80933
H 2.73925 1.10042 -0.09140
H 0.90448 0.44753 0.64645
H 1.99129 -1.76067 -1.57508
H 2.27139 -0.08023 -2.03735
H 0.09881 -0.12662 -2.70696
H -0.25665 0.13079 -1.01081
H 0.01391 -2.74549 -1.72912
H -1.18327 -1.92278 -2.70431
H -2.59522 -1.39833 -0.91594
H -2.13456 -3.07547 -0.73582
H -0.50006 -1.05969 0.79219
H -0.93071 -2.70397 1.20936
H -2.92656 -0.57298 1.13659
H -2.13973 -1.01547 2.46613
C -3.47644 4.34883 2.61062
C -4.38521 4.56711 1.42206
O -3.69998 4.31452 0.18332
C -3.58527 3.02362 -0.14054
O -4.12711 2.11177 0.43017
O -2.92053 2.93950 -1.28217
C -2.75991 1.59836 -1.76996
H -2.57804 4.95918 2.51996
H -3.99733 4.63309 3.52630
H -3.18744 3.30210 2.68816
H -4.69730 5.60692 1.34070
H -5.26656 3.92877 1.47403
H -3.72985 1.11568 -1.87533
H -2.13517 1.02359 -1.09123
H -2.26545 1.69637 -2.73062

Entry 2:
58
Properties=species:S:1:pos:R:3 method="wB97M-V/def2-TZVPD" mol_weight_g_mol=410.3 smiles="CN(C)P(=O)(N(C)C)N(C)C.CNC(C)=O.CNC(C)=O.ClCCl" homo_energy_ev=-8.288 charge=0 gap_ev=9.0
O -2.70518 1.34493 -1.95893
P -2.86708 1.75286 -0.52648
N -3.98595 2.89213 -0.15466
C -3.69117 4.28475 -0.68440
C -5.32931 2.36237 -0.50965
N -1.44333 2.49414 -0.01768
C -0.24590 2.34580 -0.88469
C -1.24141 2.57922 1.45829
N -3.46611 0.52214 0.45542
C -3.07108 -0.81842 0.07125
C -3.99192 0.68909 1.81018
H -4.31083 5.03069 -0.17227
H -3.86172 4.33193 -1.76878
H -2.63939 4.50494 -0.51307
H -6.09410 2.92177 -0.03291
H -5.43270 1.31419 -0.24462
H -5.42172 2.29776 -1.61574
H 0.26701 3.30618 -0.97306
H 0.49957 1.68502 -0.45689
H -0.57883 2.08934 -1.87702
H -1.48076 1.64018 1.97070
H -0.23352 2.84575 1.76145
H -1.90596 3.37627 1.78727
H -4.00744 -1.45001 0.01960
H -2.60319 -0.85004 -0.91823
H -2.44888 -1.25730 0.83128
H -4.21718 1.73253 1.94282
H -3.28994 0.33732 2.57187
H -4.92116 0.10817 1.88194
C 3.82376 -2.66632 3.36222
C 4.89658 -2.60878 2.20025
O 4.58183 -2.81299 1.06976
N 6.14798 -2.36632 2.61415
C 7.28333 -2.22776 1.74742
H 3.35745 -3.64202 3.30320
H 3.10003 -1.87939 3.11584
H 4.24090 -2.56401 4.38137
H 6.20876 -2.11991 3.60356
H 7.69304 -1.21784 1.78701
H 6.89947 -2.40182 0.73482
H 8.05418 -3.01026 1.93020
C 3.04629 -1.43316 -3.11660
C 1.65047 -0.99030 -2.71782
O 1.38648 -0.70010 -1.53900
N 0.67399 -1.04181 -3.68390
C -0.76497 -0.92555 -3.35193
H 3.80573 -0.98435 -2.50058
H 3.24894 -1.32997 -4.19886
H 3.10429 -2.49215 -2.86877
H 0.96214 -1.44715 -4.54570
H -1.33887 -0.93237 -4.27985
H -0.97604 0.01753 -2.89484
H -1.10122 -1.78290 -2.75838
C 1.06972 -2.17012 0.97274
Cl 0.57748 -0.83857 2.02423
Cl 0.13161 -3.62981 1.32295
H 0.82270 -1.84530 -0.03035
H 2.13311 -2.37021 1.06388

Entry 3:
59
Properties=species:S:1:pos:R:3 method="wB97M-V/def2-TZVPD" mol_weight_g_mol=736.1 homo_energy_ev=-5.039 charge=-1 gap_ev=2.1
Tl 35.98713 -3.26775 -5.24926
Cl 37.49229 -6.34515 -6.54749
Cl 36.95788 -5.02099 -2.39892
Cl 39.30788 -2.79461 -4.09253
I 33.07825 -1.22101 -6.60521
C 35.91173 -1.62807 -1.28486
O 35.96279 -1.31525 -2.70201
C 36.51739 0.00007 -2.94283
C 36.17210 0.52965 -4.29678
N 36.85385 -0.28515 -5.28657
C 36.98428 0.41671 -6.57586
C 37.92348 -0.50401 -7.43180
O 37.44694 -1.84560 -7.63427
C 38.35043 -2.60162 -8.37805
H 34.96931 -1.32085 -0.83146
H 36.67207 -1.06509 -0.74354
H 36.13193 -2.68007 -1.10350
H 37.60178 -0.06713 -2.85512
H 36.30500 0.84802 -2.29170
H 36.68795 1.48786 -4.35852
H 35.09829 0.63466 -4.45173
H 37.78688 -0.41656 -4.92285
H 37.43558 1.39984 -6.44218
H 35.96188 0.55557 -6.92732
H 38.87506 -0.52424 -6.90061
H 38.16380 0.02339 -8.35495
H 39.14410 -2.02018 -8.84723
H 37.93536 -3.41597 -8.97189
H 38.87230 -3.26132 -7.68483
C 35.17482 -4.30616 -8.88339
O 34.63954 -4.45753 -7.60934
C 33.93393 -5.67207 -7.51565
C 33.17783 -5.85067 -6.18486
N 34.21729 -5.80634 -5.12775
C 33.55246 -5.92129 -3.88015
C 32.76040 -4.71592 -3.55513
O 33.61499 -3.63944 -3.18764
C 32.86682 -2.55525 -2.55522
H 35.87154 -5.12899 -9.04344
H 35.68801 -3.34452 -8.88538
H 34.50417 -4.19516 -9.73546
H 34.75953 -6.38167 -7.56995
H 33.39685 -6.06205 -8.38027
H 32.63537 -6.79410 -6.12362
H 32.36089 -5.13149 -6.12575
H 34.76258 -6.64852 -5.24394
H 34.31188 -6.23696 -3.16480
H 32.90741 -6.79963 -3.90353
H 32.12919 -5.06484 -2.73786
H 32.09066 -4.47706 -4.38126
H 33.60194 -1.75059 -2.54043
H 32.51124 -2.76295 -1.54600
H 32.04319 -2.20040 -3.17473
C 35.33933 -9.58565 -7.22453
O 35.36653 -8.69629 -6.08634
H 34.39268 -9.48568 -7.75554
H 36.15642 -9.26691 -7.87173
H 35.40246 -10.57942 -6.78124
H 36.11129 -8.10224 -6.20480

Entry 4:
72
Properties=species:S:1:pos:R:3 method="wB97M-V/def2-TZVPD" mol_weight_g_mol=703.3 de_lowest_kcal_mol=0.0 homo_energy_ev=-16.379 charge=+3 gap_ev=6.4
N 3.90858 0.90995 -0.97027
H 4.68492 0.81393 -1.62640
H 3.83509 1.90082 -0.76490
H 4.49986 0.51186 -0.24364
H 3.02816 0.41717 -1.10478
N 3.75764 -1.27894 2.20344
H 4.50343 -0.96248 1.59168
H 4.15756 -2.14218 2.56347
H 2.88154 -1.29854 1.66205
H 3.72704 -0.56768 2.92705
N 1.55722 3.51601 2.23703
H 0.92727 4.30976 2.31000
H 1.96721 3.38258 3.15651
H 2.30975 3.66193 1.57481
H 1.07487 2.67271 1.89066
N 0.18403 2.16798 -3.30354
H 0.01689 1.50515 -2.54272
H -0.60325 2.80535 -3.36591
H 0.20618 1.60332 -4.15584
H 1.12532 2.51531 -3.17295
C -0.99352 -0.78164 0.61078
F -1.18454 -1.77150 -0.25931
F -1.92579 0.10636 0.32324
F -1.16952 -1.27877 1.82983
S 0.68741 0.13808 0.33565
O 1.77351 -0.81437 0.47291
O 0.60820 0.64988 -1.02512
O 0.66562 1.16641 1.39367
C 2.94622 -0.73924 -4.35389
C 1.72321 -1.54787 -3.97439
O 0.93544 -1.91450 -5.10236
C 0.03462 -0.99850 -5.59792
O -0.02267 0.19626 -5.33871
C -0.78982 -1.62181 -6.72899
F -1.97668 -1.00335 -6.84544
F -0.09091 -1.36612 -7.83638
F -1.01390 -2.90534 -6.52393
H 3.50109 -1.22382 -5.15581
H 3.54819 -0.55088 -3.46199
H 2.71009 0.28197 -4.66046
H 1.17802 -0.95710 -3.23628
H 2.08989 -2.48086 -3.54907
C 0.69301 0.34103 5.20805
C 0.12400 -0.81062 4.36872
O 0.12374 -1.98470 5.18786
C 1.26526 -2.65634 5.15502
O 2.27730 -2.47245 4.44520
C 1.29665 -3.79932 6.20136
F 2.39033 -3.66959 6.97451
F 0.20771 -3.84942 6.95074
F 1.36764 -4.94824 5.48370
H 0.41610 0.13247 6.24116
H 0.21229 1.29936 5.00739
H 1.76991 0.45439 5.08416
H 0.59483 -1.02868 3.41217
H -0.93647 -0.64586 4.18350
Cl -2.38556 0.61867 -2.58058
C -3.74841 1.76899 -2.19579
C -3.39006 2.69939 -1.03359
Cl -1.82904 3.56688 -1.19335
H -4.68716 1.29422 -1.90730
H -4.04820 2.29371 -3.10227
H -3.28923 2.14037 -0.10506
H -4.21045 3.39751 -0.87066
Cl -6.73109 1.64644 0.47323
C -6.41884 -0.10275 0.80713
C -4.89460 -0.18942 0.87778
Cl -4.46037 -1.87042 1.43428
H -6.91159 -0.74897 0.08289
H -6.91419 -0.32551 1.75087
H -4.46973 0.53977 1.56470
H -4.39722 -0.11827 -0.08760

Entry 5:
61
Properties=species:S:1:pos:R:3 method="wB97M-V/def2-TZVPD" mol_weight_g_mol=469.6 homo_energy_ev=-3.441 charge=-1 gap_ev=5.0
K -0.78803 -0.95102 0.50434
C -3.03366 -1.52322 4.59223
C -3.09321 -0.34186 3.52625
C -2.03471 0.65282 3.91831
O -2.99869 -0.76615 2.19026
H -3.60244 -2.40434 4.29521
H -3.22798 -1.23780 5.62609
H -2.01917 -1.92028 4.62744
H -4.09484 0.07097 3.64632
H -1.04036 0.20681 3.89694
H -2.22023 1.11070 4.88993
H -2.01082 1.46642 3.19335
C 2.05569 -4.38182 2.35659
C 0.58943 -4.44629 1.93984
O 0.02569 -3.53030 1.30511
O -0.09717 -5.47332 2.15116
H 2.04905 -5.04973 3.21795
H 2.30618 -3.36575 2.66150
H 2.76081 -4.65892 1.57293
C -2.14394 -2.30810 -3.01056
O -2.12034 -1.96133 -1.65994
H -1.15447 -2.39578 -3.45930
H -2.44624 -3.35527 -3.02328
H -2.91133 -1.76487 -3.56202
H -2.94309 -2.19612 -1.22456
C -3.91345 0.90625 -0.80484
O -2.82733 1.26210 0.03660
H -3.58972 0.89631 -1.84560
H -4.26171 -0.08818 -0.52571
H -4.77347 1.57437 -0.75906
H -2.91860 0.79499 0.87031
O 1.52255 0.00559 1.52407
S 2.55013 0.97319 1.89169
O 3.60556 0.64180 2.83576
O 3.29320 1.43439 0.41997
C 4.23813 2.50609 0.50272
C 4.80359 2.87761 -0.91014
C 1.80570 2.57204 2.39304
H 5.03228 2.21337 1.18956
H 3.81659 3.46761 0.79579
H 5.46076 3.73847 -0.78701
H 4.06473 2.99825 -1.70237
H 5.41321 2.02743 -1.21617
H 2.51163 3.23222 2.89696
H 1.05644 2.18509 3.08368
H 1.31384 2.97125 1.50602
O 0.57613 -0.72422 -1.84712
S 1.33728 -0.45048 -3.08189
O 2.10441 -1.50002 -3.72159
O 0.32954 0.11396 -4.22806
C -0.71050 0.94430 -3.74382
C -1.31611 1.38033 -5.05726
C 2.35927 1.04173 -2.83534
H -0.38435 1.84761 -3.22831
H -1.43932 0.28639 -3.27045
H -1.54475 0.51138 -5.67432
H -0.65122 2.04832 -5.60480
H -2.26032 1.90171 -4.89997
H 3.17285 0.71155 -2.18945
H 1.77250 1.82695 -2.35867
H 2.64448 1.39472 -3.82638

Entry 6:
56
Properties=species:S:1:pos:R:3 method="wB97M-V/def2-TZVPD" mol_weight_g_mol=488.4 de_lowest_kcal_mol=5.4 homo_energy_ev=-14.258 charge=+2 gap_ev=9.1
Au 0.56438 0.44899 -0.85911
N -1.04766 1.49091 4.63447
C -0.46027 0.16262 4.25550
C 0.02039 0.24039 2.80459
N -1.02820 0.63448 1.87345
C -1.65436 1.88297 2.28031
C -2.17770 1.85385 3.72066
H -0.31845 2.20206 4.54703
H -1.36025 1.48411 5.60621
H -1.23388 -0.59590 4.36961
H 0.35894 -0.07137 4.93389
H 0.42115 -0.72060 2.49519
H 0.83362 0.97099 2.72743
H -1.71344 -0.10442 1.76080
H -2.48661 2.11720 1.61793
H -0.90952 2.68076 2.18097
H -2.95644 1.10009 3.82920
H -2.58168 2.82261 4.01124
C -2.65523 0.83625 -2.42008
C -2.10068 1.97033 -3.28338
C -2.66771 3.31795 -2.82030
C -2.47727 1.73475 -4.74594
N -0.63102 1.91464 -3.25761
N -0.06911 2.12863 -1.94460
H -3.73096 0.76242 -2.57211
H -2.46968 1.00427 -1.35509
H -2.19696 -0.10987 -2.71104
H -3.74333 3.33217 -2.99152
H -2.22939 4.14616 -3.38007
H -2.50718 3.50501 -1.75330
H -3.55365 1.59931 -4.83461
H -1.97992 0.84093 -5.12084
H -2.18646 2.58271 -5.36860
H -0.25464 2.61355 -3.89034
H -0.70581 2.69480 -1.38432
H 0.77600 2.68128 -2.05843
C 4.05000 -0.84957 0.76646
N 3.41366 -2.13540 0.51328
C 3.98226 -3.25356 1.26053
C 2.16176 -2.14006 -0.00614
O 1.41812 -1.12041 0.16903
N 1.72301 -3.21312 -0.66819
C 2.58223 -4.29980 -1.12291
C 0.34561 -3.28680 -1.13904
H 5.12433 -0.96747 0.63257
H 3.86135 -0.49192 1.78307
H 3.68879 -0.11073 0.05677
H 4.23550 -2.90793 2.26479
H 4.89318 -3.63004 0.79388
H 3.26473 -4.06426 1.35321
H 3.62298 -3.99280 -1.13686
H 2.29011 -4.57150 -2.13648
H 2.46796 -5.18428 -0.49466
H -0.25990 -2.53379 -0.64699
H -0.05894 -4.27499 -0.92130
H 0.30628 -3.12658 -2.21822

Entry 7:
66
Properties=species:S:1:pos:R:3 method="wB97M-V/def2-TZVPD" mol_weight_g_mol=582.4 de_lowest_kcal_mol=0.0 homo_energy_ev=-13.200 charge=+2 gap_ev=7.9
O -1.51828 -0.44301 1.02228
V -0.57831 -0.93300 2.20948
O 0.93215 -1.12799 1.83966
C -2.45681 2.64727 -0.53677
C -3.65446 2.27049 0.30798
C -4.32093 3.43612 1.00510
O -4.97598 4.17964 0.03235
C -5.74957 5.25326 0.53451
N -4.69257 1.68828 -0.65175
H -5.22239 0.92522 -0.21982
H -5.33582 2.43550 -0.95124
H -4.21387 1.26581 -1.44874
H -2.69725 3.36853 -1.32148
H -2.01412 1.77511 -1.02440
H -1.69257 3.10707 0.08907
H -3.40294 1.47945 1.01185
H -3.54676 4.01719 1.52836
H -4.99056 3.08505 1.80455
H -6.46409 4.92561 1.29723
H -6.29427 5.69764 -0.28880
H -5.08765 5.97725 1.01851
C 2.12888 3.16109 -0.69670
C 2.57345 3.19988 0.74513
C 3.05301 1.85742 1.24897
O 4.14071 1.47980 0.44516
C 4.59998 0.16944 0.78532
N 3.73068 4.19195 0.86671
H 4.54046 3.92127 0.29917
H 3.37025 5.09473 0.54863
H 4.03397 4.30431 1.83819
H 1.69829 4.11288 -1.02608
H 1.35942 2.40216 -0.81921
H 2.95712 2.97217 -1.37833
H 1.84173 3.62726 1.43014
H 2.24123 1.12253 1.19877
H 3.42374 1.98063 2.27904
H 3.76970 -0.54072 0.74910
H 4.98667 0.18701 1.80681
H 5.37216 -0.07082 0.06483
C 0.28896 -2.51193 -2.51716
C 1.66118 -3.00916 -2.09623
C 1.53817 -3.85015 -0.83789
O 2.69021 -4.62640 -0.66109
C 3.74626 -3.98052 0.05283
N 2.20174 -3.91168 -3.17507
H 1.60239 -4.72974 -3.31187
H 2.30403 -3.38376 -4.04494
H 3.14577 -4.22740 -2.92543
H -0.36949 -3.37095 -2.66100
H 0.31873 -1.88263 -3.40487
H -0.17560 -2.00390 -1.66942
H 2.35021 -2.18460 -1.92060
H 0.67364 -4.51719 -0.87545
H 1.28604 -3.17561 -0.01074
H 3.71391 -4.26591 1.10378
H 3.73267 -2.89785 -0.08215
H 4.67100 -4.39628 -0.35141
C -2.58250 -4.20594 0.16735
F -3.33043 -5.29100 0.04791
F -1.76944 -4.15273 -0.92711
F -3.35720 -3.11894 0.14302
S -1.56584 -4.31290 1.70389
O -0.65356 -5.37961 1.46891
O -0.86821 -3.00324 1.65924
O -2.52932 -4.43836 2.73743
Br -0.56776 -1.37508 4.74451

Entry 8:
68
Properties=species:S:1:pos:R:3 method="wB97M-V/def2-TZVPD" mol_weight_g_mol=686.6 de_lowest_kcal_mol=144.3 homo_energy_ev=-13.855 charge=+2 gap_ev=4.2
Cu 2.39128 0.58804 -2.04444
Cu -1.15096 -0.31603 -2.92845
Cu 1.76440 3.67515 -1.60403
Cu -1.18259 3.25445 0.11734
C 0.02646 1.00581 -0.81279
O -1.15295 1.21843 -1.05446
O 0.40463 -0.15469 -0.95356
O 0.76287 1.87585 -0.48083
C 4.77821 2.95361 2.10639
C 3.90754 3.48776 0.95149
O 2.55945 3.77776 1.16778
O 4.12606 1.73249 2.71528
H 5.04385 3.70596 2.84902
H 5.71839 2.52447 1.75997
H 3.84466 2.74634 0.15498
H 4.37264 4.34025 0.45647
H 2.07890 2.96205 1.32684
H 3.49411 1.48943 2.03472
C -0.70725 -2.67801 1.14211
C -1.09587 -4.05851 1.66338
O -1.92355 -4.85972 0.68313
O 0.24082 -2.70287 0.11151
H -0.26170 -2.16322 1.99332
H -1.56222 -2.15507 0.71354
H -1.55113 -4.03563 2.65349
H -0.20427 -4.66137 1.83573
H -1.26880 -5.10570 0.02557
H 0.44063 -1.80016 -0.14693
C -3.57745 1.83813 -4.40747
C -3.25786 1.24999 -5.77491
O -1.99185 1.70346 -6.32459
O -2.46021 1.58982 -3.51702
H -4.47479 1.39112 -3.97961
H -3.69277 2.91384 -4.54028
H -3.90817 1.65937 -6.54796
H -3.29836 0.16152 -5.81614
H -1.28750 1.11085 -6.05199
H -2.69398 1.67338 -2.58967
C -5.23541 -1.43199 -0.66536
C -4.14354 -0.39497 -0.45621
O -2.88638 -0.95371 -1.01299
O -6.49302 -0.76058 -0.79680
H -5.30724 -2.21060 0.09405
H -5.14263 -1.90038 -1.64521
H -3.94374 -0.37855 0.61519
H -4.38807 0.56392 -0.91320
H -2.21311 -0.27052 -0.97351
H -7.09854 -1.16664 -0.17226
C 3.49347 -2.41663 1.43761
C 3.52601 -1.67663 0.03689
O 4.06812 -0.35934 0.08121
O 2.58413 -1.82185 2.33469
H 4.49823 -2.44988 1.85885
H 3.19300 -3.44287 1.22630
H 2.46791 -1.69820 -0.22399
H 4.08665 -2.40339 -0.55099
H 5.00607 -0.42758 0.27408
H 2.44542 -0.92351 2.02592
C 0.62123 0.87525 2.61689
C 0.76372 0.45247 4.08682
O 0.64447 -0.84689 4.22367
O 1.68287 0.54499 1.71133
H 0.61106 1.94885 2.42878
H -0.19354 0.34838 2.12026
H 0.00930 0.98718 4.66391
H 1.79073 0.71371 4.34200
H 1.05041 -1.24579 3.45056
H 1.25190 0.80729 0.89459